The following is a DFT calculation (ωB97M-V with the def2-TZVPD basis set) of a molecular structure, C39H35BIInN10O6S3.

Geometry as XYZ:
```
96
C39H35BIInN10O6S3, DFT ωB97M-V with the def2-TZVPD basis set
In -0.2260 0.2855 0.5786
C -3.0104 -3.0705 0.8581
C -2.4314 -1.8620 1.2505
N -1.7692 -1.3197 0.2342
N -1.8745 -2.1696 -0.8194
C -2.6232 -3.2239 -0.4557
B -1.2182 -1.9716 -2.2048
N -1.8116 -0.7684 -2.9743
C -2.3069 -0.7610 -4.2321
C -2.8945 0.4671 -4.4476
C -2.7082 1.1514 -3.2282
N -2.0635 0.3954 -2.3530
N 0.2997 -1.7861 -2.0001
C 1.2748 -2.5583 -2.5040
C 2.4858 -2.1164 -2.0085
C 2.1489 -1.0496 -1.1685
N 0.8327 -0.8603 -1.1709
H -3.6158 -3.7349 1.4518
H -2.4734 -1.3580 2.1985
H -2.8259 -4.0127 -1.1625
H -1.3986 -2.9602 -2.8749
H -2.1814 -1.6119 -4.8864
H -3.3871 0.8173 -5.3422
H -3.0131 2.1516 -2.9526
H 1.0405 -3.3656 -3.1806
H 3.4652 -2.5209 -2.2035
H 2.7790 -0.4236 -0.5585
O 1.9737 -3.2924 2.0943
C 1.4963 -2.1557 2.1938
O 0.4892 -1.7048 1.5587
C 2.1066 -1.2370 3.2411
C 2.5242 -1.8333 4.4294
C 3.0140 -1.0891 5.4927
C 3.0890 0.2925 5.3683
C 2.7039 0.8978 4.1815
C 2.2227 0.1520 3.0929
S 1.9631 1.0485 1.5919
H 2.4570 -2.9130 4.4899
H 3.3247 -1.5797 6.4091
H 3.4391 0.9005 6.1964
H 2.7682 1.9739 4.0702
C 5.6966 1.5704 1.5659
O 5.5539 2.9759 1.3054
C 4.2245 3.3478 1.2743
C 3.5101 3.5520 2.4338
C 2.1616 3.8794 2.3607
C 1.5533 4.0069 1.1231
C 2.2841 3.8437 -0.0450
C 3.6289 3.5125 0.0238
N 4.4943 3.4155 -1.0841
C 4.2493 3.5996 -2.3915
C 3.1088 3.3043 -3.0845
C 2.9603 3.7826 -4.4380
C 1.8814 3.4629 -5.1786
C 0.8603 2.5965 -4.6282
C 0.9686 2.0709 -3.3923
C 2.1082 2.3742 -2.5262
O 2.2521 1.8500 -1.4283
H 5.3839 1.3280 2.5829
H 6.7509 1.3324 1.4424
H 5.0875 0.9829 0.8748
H 4.0131 3.4369 3.3867
H 1.5842 3.9996 3.2691
H 0.4919 4.2068 1.0523
H 1.7930 3.9527 -1.0004
H 5.4595 3.3665 -0.7996
H 5.0943 4.0040 -2.9467
H 3.7288 4.4378 -4.8393
H 1.7669 3.8593 -6.1803
H -0.0121 2.3677 -5.2300
H 0.1994 1.4265 -2.9762
N -5.3317 -2.4585 8.1187
C -5.2774 -1.7221 6.9171
C -4.2540 -0.8022 6.6974
C -4.2128 -0.0559 5.5307
C -5.1992 -0.2133 4.5639
C -6.2268 -1.1184 4.7850
C -6.2701 -1.8656 5.9531
S -5.2017 0.7131 3.0225
O -6.0375 -0.0698 2.1461
O -5.6681 2.0477 3.3464
N -3.7165 0.6522 2.5053
C -2.7341 1.4975 2.8698
S -2.9899 3.1619 3.4814
C -1.2861 3.3255 3.7244
C -0.6530 2.2163 3.3156
N -1.4379 1.1874 2.8164
H -4.4347 -2.5601 8.5630
H -5.7966 -3.3462 8.0252
H -3.4762 -0.6752 7.4441
H -3.3978 0.6396 5.3747
H -6.9811 -1.2393 4.0167
H -7.0757 -2.5743 6.1221
H -0.8570 4.2376 4.1155
H 0.4147 2.0617 3.3622
I -0.9425 2.8544 -0.2141
```

Output
E_HOMO: -2.595 eV
Gap between HOMO and LUMO: 6.345 eV
Largest force on an atom: 1.9 eV/Å
Energy above the lowest of the compared OMol25 structures with the same formula, charge and spin: 36.38 kcal/mol
Energy: -4213.63382 a.u.
Charge: -2

***

The following is a DFT calculation (ωB97M-V with the def2-TZVPD basis set) of a molecular structure, C39H35BrN8O7STa.

Geometry as XYZ:
```
92
C39H35BrN8O7STa, DFT ωB97M-V with the def2-TZVPD basis set
Ta -0.0655 -0.9005 -0.1378
N -2.3357 -0.6995 -3.9520
C -1.8971 -0.5194 -2.7333
N -1.1355 -1.3239 -2.0259
C -0.9638 -2.5944 -2.5700
N -0.5009 -3.5339 -1.8082
N -0.2473 -3.1106 -0.5643
C 0.1446 -3.9297 0.3056
C 0.4016 -3.4823 1.6775
C 0.6584 -4.3135 2.7323
C 1.0576 -3.7499 3.9362
C 1.0969 -2.3985 4.0999
C 0.7419 -1.6081 3.0040
N 0.3836 -2.1220 1.8291
C -1.3003 -2.7975 -3.9749
C -0.9078 -4.0212 -4.6331
C -1.1525 -4.1449 -5.9886
C -1.9814 -3.1949 -6.6098
C -2.3554 -2.0277 -5.9982
C -2.0006 -1.8457 -4.6891
H -2.9439 -0.0254 -4.3665
H -2.1308 0.4342 -2.3192
H -0.0061 -4.9946 0.1682
H 0.6583 -5.3776 2.6831
H 1.3078 -4.3250 4.8202
H 1.4381 -1.9118 5.0309
H 0.6405 -0.5732 3.1231
H -0.3741 -4.7855 -4.0165
H -0.9423 -5.0830 -6.4821
H -2.3004 -3.4086 -7.5829
H -3.0323 -1.3407 -6.4809
O 3.3651 0.9119 -1.8918
C 4.2715 -0.0645 -1.7884
C 5.4099 -0.0271 -2.5369
C 6.4536 -0.8946 -2.3206
C 6.3264 -1.8332 -1.3170
C 5.1684 -1.9152 -0.5646
C 4.1330 -0.9616 -0.7700
C 2.9457 -0.9296 0.1514
O 1.6620 -1.3802 -0.4276
N 2.6765 0.3499 0.6663
N 1.3501 0.4823 1.1964
C 1.4501 1.2623 2.2584
C 0.4648 1.8390 3.1157
Br -1.3835 1.7731 2.6680
C 1.0060 2.5163 4.2083
C 0.4210 3.0725 5.3834
C 1.0633 4.2291 5.8838
C 0.4687 4.9170 6.9207
C -0.7666 4.5027 7.3719
C -1.4056 3.3458 6.9396
C -0.7600 2.5770 5.9902
H 3.7483 1.6246 -2.4489
H 5.5499 0.7928 -3.2993
H 7.3351 -0.8068 -2.9435
H 7.1191 -2.5999 -1.2547
H 5.0613 -2.7533 0.1686
H 3.1698 -1.6725 0.8819
H 2.7803 0.9972 -0.0652
H 2.4671 1.5366 2.5350
H 2.0844 2.4993 4.2116
H 2.0094 4.5646 5.4881
H 0.7869 5.9103 7.1991
H -1.2716 5.1008 8.1407
H -2.3543 3.0222 7.3344
H -1.1736 1.6691 5.6142
C -4.0628 -0.5399 1.8986
S -3.4254 -1.1381 0.3112
C -4.2436 -2.7212 0.3040
O -1.9568 -1.5685 0.6200
H -5.1364 -0.6384 1.8450
H -3.7651 0.4790 2.0284
H -3.6877 -1.1465 2.7226
H -5.2743 -2.4518 0.0586
H -4.2393 -3.0914 1.3242
H -3.7240 -3.3753 -0.4189
O 0.3620 0.8001 -1.3236
C -0.6370 1.4596 -0.9909
O -1.4703 0.8874 -0.1856
C -1.0421 2.7561 -1.5707
C -1.9853 3.5630 -0.9463
C -2.6354 4.5621 -1.6219
C -2.2102 4.9096 -2.9217
C -1.2799 4.1354 -3.5485
C -0.7810 2.9955 -2.9347
N -0.8411 4.4267 -4.9462
O -0.3474 3.4665 -5.5159
O -1.0278 5.5138 -5.4437
H -2.1662 3.4182 0.1258
H -3.3796 5.1720 -1.0876
H -2.5563 5.7835 -3.4721
H -0.0751 2.3934 -3.4859
```

Output
E_HOMO: -15.046 eV
Gap between HOMO and LUMO: 6.286 eV
Largest force on an atom: 2.9 eV/Å
Energy above the lowest of the compared OMol25 structures with the same formula, charge and spin: 9.61 kcal/mol
Energy: -5500.22514 a.u.
Charge: +3

***

The following is a DFT calculation (ωB97M-V with the def2-TZVPD basis set) of a molecular structure, C39H35Cl8GeN5O2PSV.

Geometry as XYZ:
```
93
C39H35Cl8GeN5O2PSV, DFT ωB97M-V with the def2-TZVPD basis set
V -0.6681 1.2682 -0.5362
C -1.3737 -2.3131 -6.0043
C -1.4278 -2.9962 -4.7940
C -1.8141 -2.3311 -3.6449
C -2.1372 -0.9733 -3.7003
C -2.0783 -0.2910 -4.9122
C -1.7052 -0.9679 -6.0643
P -2.6140 -0.1524 -2.1800
C -4.1604 -0.9519 -1.6986
C -4.8743 -1.6556 -2.6794
C -6.0994 -2.2229 -2.3730
C -6.6166 -2.1130 -1.0901
C -5.9100 -1.4259 -0.1137
C -4.6882 -0.8460 -0.4105
C -2.7692 1.6211 -2.4475
C -3.8350 2.1535 -3.1759
C -3.8971 3.5257 -3.3406
C -2.9187 4.3354 -2.7702
C -1.8774 3.7874 -2.0339
C -1.7785 2.4080 -1.8556
H -1.0713 -2.8345 -6.9029
H -1.1685 -4.0457 -4.7495
H -1.8611 -2.8631 -2.7002
H -2.3125 0.7647 -4.9541
H -1.6654 -0.4403 -7.0079
H -4.4852 -1.7510 -3.6829
H -6.6493 -2.7513 -3.1402
H -7.5714 -2.5630 -0.8522
H -6.3114 -1.3367 0.8868
H -4.1486 -0.3037 0.3496
H -4.6012 1.5109 -3.5945
H -4.7119 3.9677 -3.8982
H -2.9848 5.4100 -2.8862
H -1.1563 4.4490 -1.5656
Cl 1.1344 3.0220 4.4613
Ge -0.7930 2.6384 3.2862
Cl -2.5394 1.4154 0.8881
Cl 0.4621 2.6805 1.0729
O -1.6922 0.9351 5.1656
C -0.9927 0.2587 4.4369
O -0.3668 0.7029 3.3927
C -0.7969 -1.2258 4.7456
N 0.3215 -1.7795 3.9075
C 1.4861 -2.0915 4.8135
C 1.1782 -1.2990 6.0733
C -0.3386 -1.4376 6.1879
H -1.7217 -1.7452 4.4995
H 0.6149 -1.0899 3.1849
H 0.0344 -2.5968 3.3704
H 2.4018 -1.8232 4.2937
H 1.4813 -3.1634 5.0043
H 1.4550 -0.2497 5.9414
H 1.7145 -1.6870 6.9362
H -0.8035 -0.7037 6.8405
H -0.6102 -2.4366 6.5330
N 5.7243 0.7962 -0.6684
C 4.7689 1.2540 -1.1113
C 3.5713 1.8258 -1.6605
C 3.6199 2.7490 -2.6989
C 2.4242 3.2474 -3.1766
C 1.2393 2.8035 -2.6173
N 1.1905 1.9223 -1.6142
C 2.3415 1.4525 -1.1343
H 4.5688 3.0587 -3.1154
H 2.3992 3.9634 -3.9851
H 0.2884 3.1480 -2.9963
H 2.2911 0.7355 -0.3216
S 2.3630 -0.9338 1.5386
C 3.5567 -0.0189 2.3593
N 4.8330 -0.4032 2.3289
C 5.9514 0.3810 2.8502
C 5.5452 1.8404 2.9470
C 4.2214 1.9463 3.6827
N 3.2374 1.0829 3.0334
H 5.0260 -1.1974 1.7413
H 6.7880 0.2544 2.1664
H 6.2439 -0.0023 3.8311
H 5.4419 2.2564 1.9433
H 6.3134 2.4071 3.4710
H 3.8272 2.9600 3.6630
H 4.3394 1.6543 4.7300
H 2.2837 1.4156 2.9773
Cl -1.5370 -1.6266 1.0691
C -0.3365 -1.8481 -0.1585
C -0.1487 -0.8528 -1.1269
C 0.7185 -1.2066 -2.1752
Cl 0.8322 -0.2453 -3.6067
C 1.4875 -2.3696 -2.1588
Cl 2.5977 -2.7129 -3.4218
C 1.3555 -3.2703 -1.1047
Cl 2.3186 -4.6814 -1.0443
C 0.4130 -3.0199 -0.1137
Cl 0.2130 -4.1615 1.1655
```

Output
<S²>: 3.784
Multiplicity: 4
E_HOMO (alpha / beta): -10.476 / -10.763 eV
Gap between HOMO and LUMO (alpha / beta): 7.706 / 5.708 eV
Largest force on an atom: 0.5 eV/Å
Energy above the lowest of the compared OMol25 structures with the same formula, charge and spin: 33.82 kcal/mol
Energy: -9373.40061 a.u.
Charge: +1

***

The following is a DFT calculation (ωB97M-V with the def2-TZVPD basis set) of a molecular structure, C39H35FeN5O2SSi.

Geometry as XYZ:
```
84
C39H35FeN5O2SSi, DFT ωB97M-V with the def2-TZVPD basis set
Fe -0.5993 0.4642 0.7358
S 0.1154 -0.0965 2.8153
C -0.6721 -1.6179 2.3352
N -0.4046 -2.7233 2.8929
N -1.1140 -3.8127 2.4272
C -0.5588 -5.0702 2.5568
C 0.7100 -5.2532 3.1120
C 1.2333 -6.5333 3.2276
C 0.5276 -7.6452 2.7911
C -0.7311 -7.4558 2.2328
C -1.2758 -6.1887 2.1185
N -1.6672 -1.4150 1.3176
N -1.0633 -1.2736 0.0999
C -1.7537 -1.6537 -1.0567
C -1.5460 -0.9372 -2.2376
C -2.1794 -1.3248 -3.4049
C -3.0384 -2.4187 -3.4134
C -3.2559 -3.1160 -2.2331
C -2.6225 -2.7411 -1.0567
H -1.8913 -3.6499 1.8084
H 1.2677 -4.3886 3.4410
H 2.2193 -6.6588 3.6594
H 0.9490 -8.6376 2.8779
H -1.3023 -8.3094 1.8877
H -2.2645 -6.0549 1.6923
H -0.9050 -0.0638 -2.2251
H -2.0096 -0.7602 -4.3141
H -3.5355 -2.7176 -4.3267
H -3.9211 -3.9707 -2.2251
H -2.7801 -3.2937 -0.1430
C 4.5925 -3.3434 1.4679
C 4.0259 -2.4586 2.3792
C 3.0508 -1.5602 1.9717
C 2.6250 -1.5325 0.6420
C 3.1959 -2.4343 -0.2604
C 4.1779 -3.3301 0.1450
Si 1.4498 -0.3057 -0.0975
C 2.3624 1.3697 -0.1462
C 2.4339 2.2099 0.9705
C 3.1795 3.3847 0.9473
C 3.8717 3.7509 -0.2010
C 3.8178 2.9291 -1.3237
C 3.0717 1.7555 -1.2897
H 5.3492 -4.0473 1.7915
H 4.3372 -2.4758 3.4164
H 2.6071 -0.8881 2.6974
H 2.8651 -2.4466 -1.2931
H 4.6095 -4.0180 -0.5708
H 1.2973 -0.7259 -1.5054
H 1.9023 1.9417 1.8789
H 3.2292 4.0086 1.8322
H 4.4695 4.6543 -0.2146
H 4.3724 3.1943 -2.2166
H 3.0488 1.1193 -2.1692
C -3.7268 4.6156 -1.4777
O -2.3066 4.5431 -1.5096
C -1.7301 3.7674 -2.4516
C -2.4238 3.1259 -3.4739
C -1.7393 2.3774 -4.4188
C -0.3561 2.2730 -4.3690
C 0.3296 2.9045 -3.3455
C -0.3468 3.6229 -2.3752
N 0.4222 4.2671 -1.3577
C 0.1914 4.5302 -0.0858
C -0.7546 4.0525 0.8270
C -0.8942 4.7727 2.0521
C -1.8075 4.4064 2.9875
C -2.6385 3.2809 2.7224
C -2.5009 2.5363 1.5917
C -1.4907 2.8527 0.6245
O -1.2136 2.0416 -0.3365
H -3.9741 5.2174 -0.6085
H -4.1637 3.6219 -1.3669
H -4.1142 5.0926 -2.3792
H -3.4977 3.2134 -3.5370
H -2.2966 1.8774 -5.2002
H 0.1852 1.6997 -5.1093
H 1.4047 2.8253 -3.2761
H 1.3516 4.5338 -1.6613
H 0.8979 5.2569 0.3097
H -0.2595 5.6372 2.2169
H -1.9044 4.9550 3.9129
H -3.3879 2.9934 3.4503
H -3.1281 1.6725 1.4001
```

Output
<S²>: 6.129
Multiplicity: 5
E_HOMO (alpha / beta): -6.427 / -6.674 eV
Gap between HOMO and LUMO (alpha / beta): 5.378 / 5.494 eV
Largest force on an atom: 0.8 eV/Å
Energy above the lowest of the compared OMol25 structures with the same formula, charge and spin: 18.01 kcal/mol
Energy: -3882.67979 a.u.
Charge: 0